(1)
{"formula": "C29H46P2STb", "method": "the ωB97M-V functional and the def2-TZVPD basis", "charge": 1, "homo_lumo_gap_ha": [0.2242, 0.2503], "homo_energy_ev": [-9.3, -9.3], "s_squared": 12.61, "spin_multiplicity": 7, "elements": ["Tb", "C", "C", "C", "C", "C", "C", "H", "H", "H", "C", "H", "H", "H", "C", "H", "H", "H", "C", "H", "H", "H", "C", "H", "H", "H", "C", "C", "C", "C", "C", "C", "C", "C", "H", "H", "H", "H", "H", "H", "H", "H", "H", "H", "H", "H", "P", "C", "C", "P", "C", "C", "C", "H", "H", "H", "H", "H", "H", "H", "H", "H", "H", "H", "H", "H", "H", "S", "C", "C", "C", "C", "C", "C", "H", "H", "H", "H", "H"], "positions_angstrom": [[0.21646, 0.83616, -1.86984], [-0.95716, -1.33608, 0.10727], [0.27541, -1.59396, -0.57535], [0.66923, -0.12191, 1.17490], [-0.71969, -0.39467, 1.13882], [1.30248, -0.84197, 0.11641], [-2.18226, -2.16689, 0.03026], [-2.31684, -2.60890, -0.96117], [-3.07176, -1.56261, 0.25959], [-2.16988, -3.01417, 0.74462], [-1.72626, 0.06190, 2.12761], [-2.69868, -0.41848, 1.96635], [-1.87124, 1.14582, 2.04280], [-1.41880, -0.15142, 3.16061], [1.40626, 0.56787, 2.25707], [0.77566, 0.70743, 3.14918], [1.75812, 1.55594, 1.92238], [2.29615, 0.00514, 2.57804], [2.75435, -1.15164, 0.11393], [2.98480, -1.91028, 0.88349], [3.34562, -0.26123, 0.35108], [3.09339, -1.55029, -0.84825], [0.56602, -2.79780, -1.39720], [1.15302, -3.52970, -0.81774], [1.14937, -2.56425, -2.29760], [-0.35520, -3.29694, -1.71676], [-1.62306, 1.84564, -3.92366], [-2.22332, 0.75042, -4.85916], [-1.32719, -0.03763, -5.83524], [0.14118, -0.35453, -5.49356], [0.59081, -0.24419, -3.98578], [1.55780, 0.98153, -3.77273], [1.06660, 2.36366, -4.31712], [-0.42431, 2.58374, -4.59894], [-1.37517, 0.51734, -6.78600], [0.82156, 0.21156, -6.14731], [-1.82798, -0.98325, -6.10371], [-0.58913, 2.45456, -5.67539], [-2.36569, 2.68011, -3.86913], [-3.09387, 1.13206, -5.43476], [-0.64630, 3.65426, -4.45319], [1.46211, 3.20030, -3.71136], [2.44876, 0.71338, -4.36536], [1.58690, 2.49499, -5.28492], [0.30699, -1.40013, -5.80971], [1.13544, -1.17469, -3.76772], [-3.02010, -0.08838, -3.46288], [-4.59815, 0.36355, -2.82120], [-2.56386, -1.79892, -3.51967], [3.06887, 1.14236, -2.31554], [-1.90367, 1.07555, -2.58260], [4.29394, -0.05735, -2.96266], [3.86480, 2.76086, -2.60686], [-4.45885, 1.01510, -1.94834], [-5.14225, -0.53212, -2.48700], [-5.16275, 0.88054, -3.59470], [-1.51457, -1.99933, -3.76754], [-3.16631, -2.26029, -4.32139], [-2.79150, -2.29571, -2.57671], [3.36637, 3.34180, -3.39831], [4.91456, 2.59537, -2.87903], [3.82128, 3.33432, -1.66378], [-2.41102, 1.68189, -1.78704], [-0.38544, -0.35720, -3.42161], [4.97588, -0.35427, -2.14898], [4.85918, 0.41757, -3.78270], [3.80777, -0.96028, -3.35529], [0.17552, 3.19926, -0.44901], [-0.85620, 3.75113, 0.82584], [-0.72960, 3.36022, 2.17804], [-1.59371, 3.83798, 3.16237], [-2.56830, 4.79232, 2.83526], [-2.68996, 5.23039, 1.51388], [-1.86533, 4.70239, 0.51593], [0.06907, 2.65586, 2.42899], [-1.51384, 3.46022, 4.18254], [-3.24067, 5.17886, 3.60662], [-3.43891, 5.98078, 1.24071], [-1.96385, 4.99683, -0.52238]], "forces_ev_per_angstrom": [[0.7, 0.8, 7.3], [0.8, 0.5, -0.2], [0.0, 0.7, 0.6], [0.0, -0.7, -1.1], [0.6, -0.5, -0.6], [-1.2, 0.2, 0.2], [-0.7, -0.2, -0.2], [0.0, 0.0, 0.3], [0.1, -0.3, -0.1], [0.1, 0.4, -0.2], [-0.4, 0.4, 0.2], [0.2, 0.1, 0.1], [-0.1, -0.2, 0.2], [0.0, 0.0, -0.2], [0.3, 0.6, 0.4], [0.2, 0.0, -0.3], [0.0, -0.2, 0.2], [-0.3, 0.1, -0.1], [0.5, -0.2, 0.0], [0.0, 0.2, -0.2], [0.1, -0.1, -0.1], [0.0, 0.0, 0.1], [0.2, -0.5, -0.2], [-0.2, 0.1, -0.2], [0.0, -0.2, 0.1], [0.1, 0.0, 0.0], [-2.0, 0.8, -0.6], [-1.5, 0.3, -1.1], [-0.7, 0.0, -0.6], [0.5, -0.5, 0.1], [0.2, -0.9, -2.1], [2.3, 0.2, -1.6], [0.7, 0.1, -0.3], [-0.3, 0.6, 0.2], [0.3, -0.1, 0.3], [-0.2, 0.1, 0.4], [0.0, 0.3, 0.3], [0.0, -0.2, 0.2], [0.4, -0.6, -0.4], [0.8, 0.2, -0.2], [0.4, -0.4, 0.1], [-0.4, -0.5, 0.1], [-0.9, -0.1, -0.5], [-0.2, 0.0, 0.4], [0.0, 0.4, 0.2], [0.0, 0.4, 0.2], [3.8, 1.9, 1.9], [-1.5, -0.7, 0.0], [-0.9, -1.2, -0.1], [-1.1, -0.5, 0.9], [-1.7, -0.7, -0.3], [0.1, 0.2, -0.6], [-0.1, 0.3, -0.2], [0.1, -0.2, -0.4], [-0.1, 0.3, -0.3], [-0.3, 0.0, 0.1], [-0.3, 0.4, 0.1], [0.1, -0.1, 0.3], [-0.1, 0.0, -0.2], [0.4, -0.1, 0.3], [-0.2, 0.1, 0.0], [-0.1, -0.3, -0.5], [0.6, -0.5, -0.6], [0.8, 0.1, -0.7], [-0.3, 0.2, -0.3], [0.0, -0.3, 0.3], [0.1, 0.1, 0.2], [1.0, -0.7, -1.3], [-1.6, 0.9, 1.1], [0.3, -0.2, -0.5], [-0.2, 0.4, -0.4], [0.1, -0.2, 0.0], [0.1, -0.2, -0.2], [0.4, -0.5, 0.5], [-0.5, 0.3, 0.0], [0.1, 0.2, -0.3], [0.3, -0.1, -0.3], [0.3, -0.3, 0.2], [-0.1, 0.2, 0.1]]}

(2)
{"formula": "CH2FNO", "method": "the ωB97M-V functional and the def2-TZVPD basis", "homo_lumo_gap_ha": 0.4201, "homo_energy_ev": -10.8, "smiles": "O=CNF", "elements": ["O", "C", "N", "F", "H", "H"], "positions_angstrom": [[0.64319, 1.65148, -0.05061], [-0.15701, 0.70321, -0.08753], [0.08357, -0.68859, -0.06264], [1.37718, -1.29818, 0.13368], [-1.35020, 0.90873, -0.38700], [-0.59672, -1.27665, 0.45411]], "forces_ev_per_angstrom": [[-2.3, -3.3, 0.0], [0.6, 2.5, -0.8], [-0.2, -0.4, 0.2], [-1.7, 1.6, 0.1], [2.8, -1.0, 1.1], [0.7, 0.6, -0.6]]}

(3)
{"formula": "C11H8Br2MnN5OSbSe4", "method": "the ωB97M-V functional and the def2-TZVPD basis", "charge": -1, "homo_lumo_gap_ha": [0.2340, 0.2238], "homo_energy_ev": [-4.8, -4.9], "s_squared": 6.03, "spin_multiplicity": 5, "elements": ["Mn", "Br", "C", "C", "C", "Br", "C", "C", "C", "C", "N", "C", "C", "O", "H", "H", "H", "H", "N", "C", "N", "N", "C", "N", "H", "H", "H", "H", "Se", "Sb", "Se", "Se", "Se"], "positions_angstrom": [[-0.16563, -0.71906, -1.00648], [0.18211, -2.18723, 3.80543], [1.54433, -1.80614, 2.55131], [2.88230, -1.88430, 2.95865], [3.90941, -1.66405, 2.08300], [5.70069, -1.86726, 2.67504], [3.63675, -1.30822, 0.74100], [4.59311, -1.04422, -0.26011], [4.18970, -0.69256, -1.52020], [2.82113, -0.57853, -1.79689], [1.90856, -0.82877, -0.88556], [2.28280, -1.20342, 0.36638], [1.18798, -1.50517, 1.24486], [-0.01525, -1.49248, 0.77419], [3.09550, -2.13663, 3.98820], [5.64450, -1.11727, -0.01645], [4.90832, -0.47312, -2.29679], [2.46656, -0.22789, -2.75817], [-3.48638, 1.17416, 0.27550], [-4.51609, 0.44894, -0.10453], [-5.76006, 0.88252, 0.18300], [-4.42778, -0.72962, -0.74186], [-3.22662, -1.04155, -1.09256], [-2.14641, -1.32853, -1.41318], [-3.57271, 2.14859, 0.56565], [-2.53198, 0.89742, 0.05604], [-5.90008, 1.81720, 0.52210], [-6.52797, 0.38236, -0.22367], [-3.07590, 4.49952, -0.04140], [-1.56328, 3.73685, -1.81719], [-0.30841, 1.68685, -0.94818], [-3.65247, 2.96170, -2.91790], [-0.07675, 5.19989, -2.94927]], "forces_ev_per_angstrom": [[-0.5, -0.3, 0.0], [0.0, 0.0, -0.1], [-0.1, -0.1, 0.0], [0.1, 0.0, 0.0], [-0.1, 0.0, 0.0], [0.0, 0.0, 0.0], [-0.1, 0.0, 0.1], [0.0, 0.0, -0.1], [0.1, 0.0, 0.1], [-0.1, 0.2, 0.1], [-0.4, -0.1, -0.2], [0.1, -0.1, -0.1], [0.0, -0.1, 0.0], [0.0, -0.1, 0.0], [0.0, 0.0, 0.0], [0.0, 0.0, 0.0], [0.0, 0.0, 0.0], [0.0, -0.1, 0.0], [0.2, 0.0, 0.4], [-0.3, 0.0, -0.2], [0.0, 0.0, 0.1], [-0.1, 0.3, 0.2], [0.3, -0.2, -0.1], [0.6, 0.1, 0.1], [-0.1, -0.1, -0.2], [-0.1, 0.1, -0.1], [0.0, 0.0, -0.1], [0.0, 0.0, -0.1], [-0.1, 0.1, 0.1], [-0.1, -0.8, 0.0], [0.3, 0.9, 0.0], [0.0, 0.1, 0.1], [0.1, 0.1, 0.0]]}

| no. | molecular weight (g/mol) |
| --- | --- |
| 1 | 647.63 |
| 2 | 63.03 |
| 3 | 878.57 |